A | Entry from OMol25: a molecular structure, C34H44GeN4SeTeW (wB97M-V/def2-TZVPD).

Its orbital gap is 7.7 eV. Its net charge is +2. The HOMO energy comes out at -13.39 eV. As for the multiplicity: 1.

Element x y z (Å)
W 0.1341 -0.5049 -0.0986
C 1.8304 0.3844 0.9946
C 2.3798 -0.2134 -0.1820
C 2.2846 -1.6251 -0.0448
C 1.6646 -1.9020 1.1762
C 1.3416 -0.6825 1.8189
H 1.8595 1.4322 1.2516
H 2.8508 0.2839 -1.0132
H 2.6453 -2.3552 -0.7501
H 1.4582 -2.8893 1.5613
H 0.8930 -0.6041 2.7944
C -3.0768 -1.0122 -0.9991
N -1.8353 -0.2212 -1.1153
C -1.9069 0.8178 -1.9201
C -0.8078 1.6482 -2.0567
C -0.5791 2.8684 -2.7176
C 0.6726 3.2907 -2.3127
C 1.1613 2.3196 -1.4212
N 0.2840 1.3216 -1.2695
C -3.0600 -2.3210 -1.7603
C -2.8182 -2.3434 -3.1318
C -2.8179 -3.5439 -3.8242
C -3.0642 -4.7373 -3.1565
C -3.3394 -4.7232 -1.7985
C -3.3452 -3.5176 -1.1079
H -3.9047 -0.3940 -1.3554
H -3.2892 -1.2098 0.0544
H -2.8297 1.0256 -2.4547
H -1.2599 3.3668 -3.3876
H 1.1850 4.1913 -2.6045
H 2.1119 2.3352 -0.9118
H -2.6455 -1.4179 -3.6695
H -2.6379 -3.5483 -4.8911
H -3.0655 -5.6724 -3.6998
H -3.5666 -5.6439 -1.2788
H -3.6121 -3.5105 -0.0542
Te 0.4485 -1.5575 -2.7378
C 0.7372 -3.6409 -2.7399
C 0.7736 -4.2624 -3.9850
C 0.9328 -5.6379 -4.0578
C 1.0402 -6.3905 -2.8956
C 1.0002 -5.7695 -1.6564
C 0.8518 -4.3908 -1.5786
C 2.4005 -1.0122 -3.3216
C 2.5644 0.2846 -3.8001
C 3.8267 0.7086 -4.1912
C 4.9080 -0.1593 -4.1156
C 4.7303 -1.4579 -3.6593
C 3.4727 -1.8926 -3.2606
H 0.6843 -3.6798 -4.8940
H 0.9706 -6.1218 -5.0241
H 1.1625 -7.4632 -2.9570
H 1.0960 -6.3555 -0.7518
H 0.8548 -3.9034 -0.6127
H 1.7185 0.9590 -3.8812
H 3.9620 1.7131 -4.5692
H 5.8885 0.1721 -4.4286
H 5.5686 -2.1401 -3.6206
H 3.3361 -2.9151 -2.9280
C -3.0128 -0.2680 4.7859
Ge -1.1505 0.3233 4.8709
C -0.9391 1.5756 6.3462
C 0.0771 -1.1773 5.1111
C -0.6275 1.5025 3.3254
Se -1.0769 1.3846 1.4284
C -3.0104 1.2668 1.6008
H -3.2519 -0.7350 5.7418
H -3.2223 -1.0039 4.0111
H -3.6827 0.5823 4.6580
H -1.1722 1.0782 7.2874
H -1.6089 2.4283 6.2382
H 0.0851 1.9431 6.4038
H -0.1568 -1.6425 6.0692
H 1.1110 -0.8336 5.1613
H -0.0254 -1.9331 4.3350
H 0.4571 1.6325 3.3435
H -1.0307 2.4864 3.5801
H -3.3336 0.4347 2.2199
H -3.4352 1.2072 0.6038
H -3.3295 2.1966 2.0676
N -1.6487 -2.0840 1.9874
N -1.0545 -2.2612 0.6937
H -2.3504 -2.8003 2.1579
H -2.0944 -1.1766 2.0034
H -1.7293 -2.5759 -0.0092
H -0.4326 -3.0539 0.7910



B | Entry from OMol25: a molecular structure, C34H44GeN4SeTeW (wB97M-V/def2-TZVPD).

Its orbital gap is 7.9 eV. Its net charge is +2. The HOMO energy comes out at -13.44 eV. As for the multiplicity: 1.

Element x y z (Å)
W -0.5398 -0.5635 0.6342
C -1.7632 -2.3282 1.7804
C -2.6199 -1.2461 1.5646
C -2.6892 -1.0022 0.1631
C -1.8577 -1.9663 -0.4910
C -1.2533 -2.7575 0.5362
H -1.4755 -2.7451 2.7306
H -3.1620 -0.7138 2.3283
H -3.3474 -0.2911 -0.3024
H -1.7544 -2.1237 -1.5514
H -0.5980 -3.6039 0.4048
C -1.5642 0.4986 -2.4180
N -0.6877 0.6697 -1.2377
C 0.1264 1.6718 -1.2991
C 1.0300 1.8838 -0.2351
C 1.8496 2.9526 0.0821
C 2.3330 2.6985 1.3707
C 1.7816 1.4945 1.7733
N 0.9915 0.9643 0.7933
C -1.0049 -0.4189 -3.4842
C 0.2401 -0.1736 -4.0569
C 0.7128 -0.9805 -5.0807
C -0.0478 -2.0485 -5.5377
C -1.2924 -2.2948 -4.9788
C -1.7697 -1.4769 -3.9634
H -1.7340 1.4906 -2.8435
H -2.5350 0.1292 -2.1037
H 0.1022 2.3550 -2.1437
H 2.0557 3.8059 -0.5439
H 3.0015 3.3097 1.9543
H 1.9505 1.0349 2.7365
H 0.8472 0.6593 -3.7197
H 1.6697 -0.7649 -5.5383
H 0.3210 -2.6741 -6.3392
H -1.9002 -3.1120 -5.3435
H -2.7618 -1.6533 -3.5601
Te 1.3568 -1.8867 -1.0930
C 2.4443 -3.3204 0.0168
C 1.9401 -4.6188 0.0195
C 2.5887 -5.6078 0.7482
C 3.7453 -5.3048 1.4520
C 4.2625 -4.0159 1.4205
C 3.6146 -3.0178 0.7054
C 2.9877 -0.6749 -1.6237
C 3.4539 -0.8417 -2.9241
C 4.5728 -0.1363 -3.3443
C 5.2230 0.7205 -2.4684
C 4.7594 0.8729 -1.1686
C 3.6404 0.1753 -0.7400
H 1.0650 -4.8766 -0.5667
H 2.2004 -6.6175 0.7469
H 4.2573 -6.0788 2.0074
H 5.1800 -3.7866 1.9465
H 4.0370 -2.0211 0.6752
H 2.9566 -1.5211 -3.6040
H 4.9403 -0.2659 -4.3535
H 6.0975 1.2659 -2.7971
H 5.2695 1.5373 -0.4835
H 3.2844 0.3105 0.2709
C -3.0916 4.6753 3.3332
Ge -4.0040 3.8414 1.8278
C -3.3994 4.6014 0.1409
C -5.9332 3.8424 2.0374
C -3.4800 1.9052 1.7075
Se -1.5547 1.6908 1.7619
C -1.3899 1.4825 3.6825
H -3.3255 5.7404 3.3290
H -2.0071 4.5812 3.2590
H -3.4282 4.2681 4.2871
H -3.5879 5.6744 0.1189
H -3.9271 4.1497 -0.7001
H -2.3263 4.4485 0.0109
H -6.3032 4.8672 2.0613
H -6.2214 3.3566 2.9693
H -6.4183 3.3271 1.2087
H -3.8120 1.5543 0.7296
H -3.9488 1.2956 2.4807
H -1.8318 2.3572 4.1526
H -0.3312 1.4496 3.9312
H -1.9069 0.5835 4.0163
N 0.8809 -2.5451 2.7855
N 0.5459 -1.1607 2.5431
H 1.5520 -2.5943 3.5473
H 1.3441 -2.8938 1.9517
H 1.3947 -0.6030 2.5709
H -0.0215 -0.8643 3.3332



If you had to bet on the most stable structure above, which would it be? Bet on B.